Record 1
Molecular formula: C58H142F6N7O13P
Method: DFT, ωB97M-V/def2-TZVPD

ORCA input file:
```
! RIJCOSX wB97M-V def2-TZVPD def2/J DEFGRID3
* xyz 5 2
C -1.83597 7.23191 -0.65767
C -0.85573 6.46888 0.25082
N -0.82142 7.01580 1.70719
C -0.47345 8.53126 1.66815
C -2.29925 6.77292 2.30775
C -2.58002 7.56257 3.56096
C 0.27021 6.37938 2.55560
C 0.61834 4.86465 2.41002
O -0.59807 4.06300 2.23071
C -1.13492 3.33097 3.32564
H -2.88228 6.92741 -0.68235
H -1.58723 7.04338 -1.70203
H -1.74427 8.31691 -0.60789
H 0.16850 6.49888 -0.12087
H -1.02466 5.39853 0.13288
H 0.04581 8.70741 2.61019
H -1.43285 9.03223 1.53897
H 0.19002 8.60447 0.80643
H -2.35596 5.69065 2.42423
H -3.15734 6.91096 1.64993
H -1.75688 7.41621 4.26033
H -3.45219 7.28327 4.15207
H -2.69350 8.61678 3.30826
H 0.19162 6.70122 3.59403
H 1.22304 6.83701 2.28955
H 1.03777 4.50512 3.34965
H 1.04300 4.50100 1.47432
H -0.47978 2.49298 3.56366
H -2.09837 2.93028 3.01051
H -1.36297 3.94542 4.19658
C 3.48509 6.44171 -4.33696
C 3.07252 5.01570 -3.85421
N 1.64326 4.55759 -4.27491
C 1.46148 4.31755 -5.84487
C 1.30520 3.23728 -3.60549
C 2.23613 2.05629 -3.95373
C 0.60223 5.69446 -3.81686
C -0.87140 5.16139 -3.82567
O -1.18309 4.56503 -2.59035
C -2.46632 3.95665 -2.49352
H 4.50851 6.80200 -4.23261
H 3.05296 7.20238 -3.68677
H 3.21770 6.56381 -5.38658
H 3.00762 4.94776 -2.76827
H 3.83904 4.31171 -4.17819
H 1.97935 3.43035 -6.20926
H 1.87566 5.14228 -6.42486
H 0.40247 4.14719 -6.03870
H 0.32667 2.81827 -3.84002
H 1.13790 3.54898 -2.57449
H 3.19606 2.10598 -3.43977
H 2.41279 1.94379 -5.02341
H 1.63514 1.20659 -3.62980
H 0.58775 6.54012 -4.50443
H 0.83544 6.09777 -2.83143
H -1.11053 4.47881 -4.64115
H -1.46516 6.05979 -3.99432
H -3.14571 4.61896 -3.03006
H -2.67461 3.78004 -1.43828
H -2.46485 3.01991 -3.05085
C -2.87989 -1.80166 1.13185
C -2.57676 -1.45167 -0.37429
N -1.22283 -0.66811 -0.64289
C -1.11224 -0.31422 -2.17709
C -1.23275 0.70379 0.01353
C -0.29719 1.82132 -0.58308
C 0.10264 -1.35522 -0.16231
C 0.45477 -2.61775 -0.99516
O -0.69667 -3.43201 -1.24669
C -0.50184 -4.87446 -1.31658
H -2.11033 -2.44168 1.56341
H -3.74380 -2.46625 1.12184
H -2.99620 -0.85493 1.65936
H -3.40346 -0.86840 -0.77985
H -2.57628 -2.41204 -0.88983
H -1.35051 -1.22591 -2.72494
H -0.07942 -0.11923 -2.46584
H -1.80796 0.46109 -2.49799
H -1.02860 0.50754 1.06610
H -2.25783 1.07299 0.04515
H -0.50301 2.14602 -1.60303
H 0.72002 1.42966 -0.58195
H -0.35548 2.71073 0.04433
H -0.34580 -1.53527 0.81472
H 0.96818 -0.71131 -0.00631
H 1.25117 -3.19562 -0.52621
H 0.87361 -2.25317 -1.93312
H 0.06803 -5.27764 -2.15371
H -1.50110 -5.30002 -1.40861
H -0.20458 -5.40110 -0.40972
C -0.27452 -3.02501 -5.43184
C 1.22025 -2.54952 -5.17163
N 2.33355 -3.20583 -6.03899
C 1.87674 -3.08445 -7.51705
C 3.77487 -2.46491 -5.90323
C 4.90676 -3.12928 -6.75735
C 2.30899 -4.74256 -5.75049
C 2.64405 -4.99964 -4.28283
O 3.19889 -6.22672 -4.14339
C 3.45106 -6.61102 -2.78721
H -0.83610 -2.57449 -4.61345
H -0.34123 -4.02863 -5.01183
H -0.81447 -2.86694 -6.36542
H 1.45673 -2.61934 -4.10989
H 1.21709 -1.47545 -5.35731
H 2.48161 -3.65633 -8.22074
H 1.85403 -2.05300 -7.86876
H 0.90407 -3.54100 -7.70029
H 4.13100 -2.42768 -4.87372
H 3.56318 -1.43964 -6.20674
H 5.60916 -2.37220 -7.10601
H 4.67256 -3.64223 -7.69016
H 5.42471 -3.85951 -6.13558
H 3.13685 -5.11944 -6.35108
H 1.34761 -5.18889 -6.00471
H 1.70316 -4.93455 -3.73640
H 3.21590 -4.14516 -3.92095
H 2.63290 -7.25824 -2.47126
H 3.61161 -5.86449 -2.00938
H 4.32249 -7.26524 -2.76068
C -9.35554 -0.24545 3.54699
C -8.20370 -1.19252 3.73543
N -8.32949 -2.53634 2.96043
C -7.13561 -3.45662 3.47885
C -9.68694 -3.25825 3.21322
C -9.92456 -3.56606 4.72130
C -8.35343 -2.24871 1.39413
C -6.94919 -1.79327 0.87040
O -6.76940 -0.50149 1.30782
C -6.14820 0.28663 0.36015
H -9.14253 0.75567 3.92180
H -10.21879 -0.69600 4.03680
H -9.58757 -0.02612 2.50480
H -8.11960 -1.58909 4.74724
H -7.23454 -0.79365 3.43588
H -6.18125 -3.05337 3.14017
H -7.22420 -4.44997 3.03896
H -7.19815 -3.59331 4.55843
H -9.62425 -4.12752 2.55859
H -10.49537 -2.56270 2.98792
H -10.99116 -3.78686 4.76268
H -9.85207 -2.77282 5.46534
H -9.36288 -4.42641 5.08520
H -9.13562 -1.52742 1.15743
H -8.59372 -3.20488 0.92928
H -6.91435 -1.99999 -0.19925
H -6.06410 -2.36218 1.15510
H -6.32115 1.31147 0.68861
H -6.48125 0.15122 -0.66885
H -5.07313 0.46209 0.32102
C 5.27332 -0.04561 1.89625
C 5.38145 1.44398 2.25988
N 4.80773 2.42745 1.24620
C 4.94249 3.82492 1.82891
C 5.63701 2.32288 -0.08991
C 5.33569 3.33729 -1.14364
C 3.30458 2.11553 1.04064
C 2.46320 1.85661 2.34034
O 2.69494 2.76500 3.40739
C 2.25025 2.34550 4.74021
H 4.33420 -0.49856 1.57846
H 5.45062 -0.52714 2.85791
H 5.96536 -0.39603 1.13049
H 6.44428 1.57222 2.46497
H 4.88767 1.62754 3.21413
H 5.97901 4.12388 1.67286
H 4.61632 3.78354 2.86814
H 4.34787 4.53363 1.25250
H 5.44627 1.32487 -0.48449
H 6.69966 2.39081 0.14301
H 5.53863 4.34441 -0.77945
H 4.33467 3.30528 -1.57378
H 5.90271 3.17008 -2.05940
H 3.20448 1.30107 0.32319
H 2.93162 2.95924 0.45998
H 2.62386 0.83528 2.68555
H 1.40358 1.84106 2.08527
H 1.26066 2.55937 5.14404
H 2.75436 2.95429 5.49078
H 2.61643 1.39422 5.12632
C 0.60510 -4.91865 2.61008
C 1.46887 -5.96570 3.44769
N 2.65434 -5.40246 4.10002
C 3.48797 -6.61112 4.58739
C 3.47023 -4.60644 2.99678
C 3.58911 -5.30071 1.54512
C 2.20798 -4.54823 5.31796
C 3.34519 -4.12229 6.24633
O 4.28699 -3.20272 5.61180
C 5.38005 -2.91781 6.44187
H 1.07832 -4.60656 1.67907
H 0.15448 -4.10853 3.18344
H -0.28011 -5.43521 2.23904
H 1.82676 -6.78436 2.82335
H 0.89948 -6.43735 4.24859
H 3.99347 -7.12748 3.77133
H 2.89606 -7.15482 5.32368
H 4.43467 -6.24853 4.98788
H 4.46154 -4.46886 3.42861
H 3.22389 -3.54929 2.89751
H 3.83747 -4.60909 0.74009
H 2.69955 -5.78712 1.14488
H 4.39126 -6.03374 1.63067
H 1.59986 -5.30189 5.81826
H 1.72145 -3.67012 4.89333
H 3.77195 -4.86517 6.92021
H 2.82066 -3.48839 6.96127
H 6.04996 -2.44169 5.72589
H 5.84042 -3.85965 6.74035
H 5.06323 -2.18953 7.18841
O 3.54446 -2.72704 -1.95313
C 3.90685 -1.49275 -1.70570
O 3.15519 -0.53793 -1.93323
O 5.04988 -1.37525 -1.16814
H 4.31231 -3.09182 -1.50710
O 0.31027 -0.40550 5.06414
C -0.09104 -0.50965 3.83608
O 0.83246 -1.05887 3.23760
O -1.26639 -0.32060 3.54866
H 1.01783 -0.81662 4.56220
P -5.53639 -2.61402 -3.74042
F -5.86539 -4.00807 -4.53414
F -7.16493 -2.62228 -3.35451
F -5.16015 -3.49958 -2.42132
F -5.35921 -1.21667 -2.97792
F -3.92899 -2.68146 -4.27330
F -5.88564 -1.70254 -5.04395
*
```

Results
**Highest occupied orbital energy (alpha / beta)**: -16.981 / -16.981 eV
**<S²>**: 0.758
**Gap between HOMO and LUMO (alpha / beta)**: 7.806 / 2.729 eV
**E_LUMO (alpha / beta)**: -9.17 / -14.25 eV

=====

Record 2
Molecular formula: C10H30O5
Method: DFT, ωB97M-V/def2-TZVPD

ORCA input file:
```
! RIJCOSX wB97M-V def2-TZVPD def2/J DEFGRID3
* xyz 0 1
C 6.86543 -14.64163 -11.89119
C 8.34514 -14.66369 -11.40544
O 8.51797 -15.77808 -10.64954
H 6.68465 -15.48090 -12.56279
H 6.75226 -13.67726 -12.38644
H 6.18370 -14.73349 -11.04567
H 8.58375 -13.75572 -10.85159
H 8.95227 -14.72496 -12.30863
H 9.35043 -15.60256 -10.20479
C 4.01219 -17.83503 -12.65491
C 2.88451 -18.39922 -11.81849
O 2.86090 -17.74769 -10.59305
H 4.94991 -18.08514 -12.15871
H 4.08511 -16.74834 -12.69840
H 4.10691 -18.19622 -13.67895
H 2.98062 -19.46951 -11.63586
H 2.00852 -18.21686 -12.44096
H 1.94867 -17.82236 -10.30349
C 7.22428 -20.49613 -11.64875
C 8.48353 -20.55089 -10.77585
O 9.68728 -20.41381 -11.43690
H 6.46958 -21.17422 -11.25036
H 7.27819 -20.73329 -12.71127
H 6.84049 -19.47710 -11.59991
H 8.44066 -21.45038 -10.16170
H 8.48628 -19.66944 -10.13465
H 10.34202 -19.89381 -10.96519
C 5.42891 -17.03510 -7.88931
C 6.28484 -17.65530 -8.99445
O 7.64109 -17.75473 -8.51801
H 5.21448 -17.72851 -7.07610
H 4.52220 -16.49707 -8.16592
H 5.88596 -16.25437 -7.28132
H 6.19107 -17.13385 -9.94703
H 6.10646 -18.71546 -9.17430
H 8.10888 -17.14595 -9.09435
C 4.72952 -12.65460 -8.10624
C 3.36088 -12.94825 -7.39485
O 2.32414 -12.89771 -8.40890
H 5.32746 -12.20194 -7.31526
H 4.65923 -11.95520 -8.93930
H 5.19833 -13.49500 -8.61814
H 3.32014 -12.21410 -6.59020
H 3.43811 -13.98739 -7.07498
H 1.54234 -13.32370 -8.04986
*
```

Results
**SMILES**: CCO.CCO.CCO.CCO.CCO
**Highest occupied orbital energy**: -9.715 eV
**Gap between HOMO and LUMO**: 10.276 eV
**E_LUMO**: 0.56 eV
**Energy above the lowest of the compared OMol25 structures with the same formula, charge and spin**: 47.7 kcal/mol

=====

Record 3
Molecular formula: C4H7NO
Method: DFT, ωB97M-V/def2-TZVPD

ORCA input file:
```
! RIJCOSX wB97M-V def2-TZVPD def2/J DEFGRID3
* xyz 0 1
C 1.82167 -0.03713 0.70752
O 1.06512 -0.60881 -0.35934
C -0.17136 0.19153 -0.78350
C -1.20608 -0.63387 -0.07303
C -1.81715 -0.02813 1.09651
N -2.23029 0.42924 2.07998
H 2.37992 0.80198 0.29377
H 1.17651 0.29812 1.53323
H 2.52197 -0.79265 1.08338
H -0.03857 1.21868 -0.44329
H -0.19383 0.11711 -1.87094
H -0.05028 -1.25760 0.16484
H -1.93293 -1.16877 -0.69969
*
```

Results
**SMILES**: COCCC#N
**Highest occupied orbital energy**: -9.636 eV
**Gap between HOMO and LUMO**: 10.426 eV
**E_LUMO**: 0.79 eV
**Energy above the lowest of the compared OMol25 structures with the same formula, charge and spin**: 81.6 kcal/mol

=====

Record 4
Molecular formula: C5H14O2
Method: DFT, ωB97M-V/def2-TZVPD

ORCA input file:
```
! RIJCOSX wB97M-V def2-TZVPD def2/J DEFGRID3
* xyz -1 2
C -0.45834 -1.45829 -1.77450
C -0.50743 -0.89280 -0.40742
C -1.23021 -1.55096 0.53829
C -0.99105 -2.06453 1.93355
C 0.66107 0.11315 -0.12458
H -1.43063 -1.98286 -2.26869
H 0.51220 -2.01756 -1.74835
H -0.20865 -0.76417 -2.62717
H -2.20575 -1.62600 0.25253
H -1.27831 -1.36119 2.59942
H -1.59299 -3.01698 2.25084
H 0.04753 -2.15590 2.17536
H 1.65124 -0.41664 0.14459
H 0.35383 0.85192 0.66686
H 0.92452 0.61693 -0.97057
H 1.18654 1.40077 -3.84331
H 0.23693 2.65635 -4.31556
O 0.71807 2.21390 -3.60957
H 0.51875 3.73374 3.51472
H 1.73426 3.53555 4.12484
O 1.35845 4.18557 3.48873
*
```

Results
**Highest occupied orbital energy (alpha / beta)**: 1.110 / -4.826 eV
**<S²>**: 0.750
**Gap between HOMO and LUMO (alpha / beta)**: 1.959 / 8.059 eV
**E_LUMO (alpha / beta)**: 3.07 / 3.23 eV
**Energy above the lowest of the compared OMol25 structures with the same formula, charge and spin**: 73.6 kcal/mol

=====

Record 5
Molecular formula: C19H19BrN4O3
Method: DFT, ωB97M-V/def2-TZVPD

ORCA input file:
```
! RIJCOSX wB97M-V def2-TZVPD def2/J DEFGRID3
* xyz 0 1
C -0.18094 -2.79122 0.36396
C -0.67392 -1.40074 0.54783
N -2.02032 -1.14362 0.70752
C -2.10324 0.14916 0.84473
O -3.22577 0.86116 0.99995
N -0.91423 0.77065 0.81705
C 0.03966 -0.23360 0.60773
C 1.48266 -0.00883 0.49043
O 2.21045 -0.79007 -0.10616
N 1.98884 1.13799 1.05568
C 1.46711 1.77080 2.29016
C 2.77835 2.19665 2.95557
C 3.58506 2.66456 1.74502
C 3.45248 1.31658 1.03937
C 4.05269 0.37074 2.08594
N 3.50375 0.97418 3.31678
C 3.18820 0.31774 4.46765
O 2.41034 0.79738 5.28025
C 3.87104 -0.98747 4.67938
C 3.53382 -1.73744 5.72487
C 4.10312 -3.04010 6.09373
C 3.78068 -3.58627 7.33419
C 4.30669 -4.80609 7.73063
C 5.15886 -5.50698 6.89257
C 5.46956 -4.96450 5.65434
Br 6.62266 -5.91676 4.49052
C 4.95526 -3.75035 5.24613
H 0.90486 -2.82131 0.37102
H -0.57999 -3.43333 1.14963
H -0.52940 -3.18576 -0.59194
H -3.95907 0.23266 0.98037
H -0.77264 1.76451 0.80758
H 0.84124 2.64216 2.07478
H 0.90712 1.06906 2.90650
H 2.66591 2.86375 3.80254
H 3.10984 3.48010 1.20281
H 4.61468 2.91746 1.99086
H 3.85983 1.20718 0.04082
H 3.71041 -0.65040 1.93352
H 5.14564 0.39533 2.07289
H 4.64051 -1.28955 3.98091
H 2.76788 -1.33986 6.38382
H 3.11393 -3.04346 7.99244
H 4.05110 -5.21746 8.69809
H 5.57287 -6.46046 7.18844
H 5.20865 -3.36742 4.26752
*
```

Results
**SMILES**: Cc1nc(O)[nH]c1C(=O)N1C[C@@H]2C[C@H]1CN2C(=O)/C=C/c1cccc(Br)c1
**Highest occupied orbital energy**: -8.480 eV
**Gap between HOMO and LUMO**: 8.405 eV
**E_LUMO**: -0.08 eV
**Energy above the lowest of the compared OMol25 structures with the same formula, charge and spin**: 0.0 kcal/mol

=====

Record 6
Molecular formula: C4H7N2
Method: DFT, ωB97M-V/def2-TZVPD

ORCA input file:
```
! RIJCOSX wB97M-V def2-TZVPD def2/J DEFGRID3
* xyz 1 3
C -1.84097 -0.37865 0.03006
C 1.53725 0.84843 0.00324
C 0.55869 -1.21056 -0.02531
C 0.06038 1.14096 -0.06583
N 1.89820 -0.59646 0.05346
N -0.53034 -0.08237 -0.04074
H -2.58513 0.40953 0.12538
H -1.95199 -1.41683 0.15801
H 2.10215 1.25666 -1.00948
H 2.17509 1.28615 0.73036
H 0.48743 -1.91198 -0.88118
H 0.23265 -1.94812 0.76074
H -0.36929 2.21415 0.05518
*
```

Results
**Highest occupied orbital energy (alpha / beta)**: -13.829 / -16.054 eV
**<S²>**: 2.037
**Gap between HOMO and LUMO (alpha / beta)**: 9.008 / 9.732 eV
**E_LUMO (alpha / beta)**: -4.82 / -6.32 eV
**Energy above the lowest of the compared OMol25 structures with the same formula, charge and spin**: 15.7 kcal/mol

=====

| no. | strongest force on any atom (eV/Å) | E (a.u.) |
| --- | --- | --- |
| 1 | 5.95 | -4594.97350 |
| 2 | 3.31 | -775.08456 |
| 3 | 3.19 | -286.50162 |
| 4 | 4.12 | -349.21666 |
| 5 | 0.01 | -3754.23196 |
| 6 | 4.24 | -265.69951 |